Version one
Formula: CH5N3O
Source: the Open Molecules 2025 dataset
Level of theory: wB97M-V/def2-TZVPD

```
10
Properties=species:S:1:pos:R:3
C 0.067 0.423 -0.079
H -2.631 -1.081 0.176
H -2.239 0.630 0.404
H -0.373 1.465 0.143
H 1.968 1.186 0.329
H 2.225 -1.491 -0.442
N -1.943 -0.228 -0.049
N -0.694 -0.635 -0.287
N 1.497 0.437 -0.359
O 2.122 -0.705 0.163
```

Results
Orbital gap (eV): 8.88
E_HOMO (eV): -7.84


Version two
Formula: CH5N3O
Source: the Open Molecules 2025 dataset
Level of theory: wB97M-V/def2-TZVPD

```
10
Properties=species:S:1:pos:R:3
C -0.204 -0.127 0.343
N 1.831 -0.707 -0.481
N -1.055 0.456 -0.650
N 1.245 0.219 0.014
O 1.781 1.262 0.280
H -0.399 0.364 1.399
H -0.307 -1.256 0.206
H 2.719 -0.349 -0.720
H -2.051 0.197 -0.420
H -0.955 0.196 -1.629
```

Results
Orbital gap (eV): 10.57
E_HOMO (eV): -9.78


Relative to the most stable structure, the computed energies are version one 74.5; version two 0.0, all in kJ/mol.


Version one
Formula: CH5N3O
Source: the Open Molecules 2025 dataset
Level of theory: wB97M-V/def2-TZVPD

```
10
Properties=species:S:1:pos:R:3
C -0.894 -0.651 -0.140
N 0.449 1.353 0.098
N 0.431 -0.047 -0.307
N 1.380 -0.687 0.475
O 2.509 -0.549 0.044
H -0.041 1.492 0.982
H -0.084 1.526 -0.817
H -1.275 -0.533 0.882
H -0.872 -1.719 -0.385
H -1.602 -0.184 -0.833
```

Results
Orbital gap (eV): 9.29
E_HOMO (eV): -9.39


Version two
Formula: CH5N3O
Source: the Open Molecules 2025 dataset
Level of theory: wB97M-V/def2-TZVPD

```
10
Properties=species:S:1:pos:R:3
C 0.599 -1.138 0.353
N 0.072 0.122 -0.135
O 0.949 1.144 0.276
N -1.520 0.275 0.023
N -1.779 0.951 -0.941
H 0.330 1.870 0.465
H -0.850 1.131 -1.453
H 1.618 -1.277 -0.019
H -0.037 -1.945 -0.017
H 0.618 -1.135 1.447
```

Results
Orbital gap (eV): 9.39
E_HOMO (eV): -8.78


Relative to the most stable structure, the computed energies are version one 0.0; version two 25.2, all in kJ/mol.


Version one
Formula: C6H15P
Source: the Open Molecules 2025 dataset
Level of theory: wB97M-V/def2-TZVPD

```
22
Properties=species:S:1:pos:R:3
C -1.639 -1.375 -0.591
C 0.432 -1.488 -2.211
C 0.340 3.041 1.183
C -0.922 -0.045 -0.042
C 1.833 0.878 2.115
C -1.154 -1.682 -1.955
P 1.411 1.618 0.485
H -1.492 -2.131 0.228
H 0.962 -0.545 -1.805
H 0.650 -1.540 -3.302
H 0.763 -2.332 -1.684
H 0.532 3.143 2.304
H 0.413 4.000 0.665
H -0.717 2.723 0.915
H -2.718 -1.312 -0.557
H -1.216 -0.072 1.061
H -1.092 0.993 -0.504
H 2.754 1.397 2.650
H 1.127 0.970 3.009
H 2.130 -0.148 2.035
H -1.420 -2.671 -2.368
H -1.614 -0.965 -2.613
```

Results
Orbital gap (spin up / spin down) (eV): 8.31 / 7.81
E_HOMO (spin up / spin down) (eV): -8.43 / -7.58


Version two
Formula: C6H15P
Source: the Open Molecules 2025 dataset
Level of theory: wB97M-V/def2-TZVPD

```
22
Properties=species:S:1:pos:R:3
C -1.796 0.786 -0.903
C -2.322 -0.545 1.290
C 1.390 -0.687 -1.298
C 0.499 0.073 0.826
C -1.450 -0.391 0.075
C 1.494 0.315 -0.208
P 3.232 0.185 0.712
H -2.342 0.449 -1.854
H -2.359 1.416 -0.270
H -0.774 1.114 -1.048
H -3.154 -1.247 1.243
H -2.905 0.341 1.557
H -1.743 -0.803 2.129
H 0.493 -0.617 -1.749
H 1.448 -1.667 -0.810
H 2.202 -0.553 -1.949
H 0.448 -0.891 1.218
H 0.197 0.857 1.587
H -1.257 -1.313 -0.277
H 1.433 1.319 -0.578
H 3.299 1.520 0.753
H 3.967 0.340 -0.445
```

Results
Orbital gap (eV): 9.24
E_HOMO (eV): -8.16


Relative to the most stable structure, the computed energies are version one 77.5; version two 0.0, all in kJ/mol.


Version one
Formula: C8H18N3O
Source: the Open Molecules 2025 dataset
Level of theory: wB97M-V/def2-TZVPD

```
30
Properties=species:S:1:pos:R:3
C 0.699 1.287 0.204
C -2.773 -0.317 -0.018
C -1.701 -1.333 0.429
C -1.144 0.738 -1.361
C 0.359 -0.084 0.427
C -0.048 2.423 0.877
C 1.773 -1.154 -1.415
C 2.733 -0.760 0.835
N -2.271 0.830 -0.725
N -0.659 -0.760 1.149
N 1.543 -1.020 0.015
O 1.595 1.601 -0.511
H -3.550 -1.006 -0.469
H -3.197 0.075 0.849
H -2.157 -2.202 1.060
H -1.412 -1.912 -0.440
H -0.739 1.692 -1.769
H -0.669 -0.123 -1.697
H -0.798 2.746 0.202
H 0.799 3.217 1.066
H -0.354 1.986 1.851
H 2.187 -0.200 -1.735
H 2.536 -1.926 -1.495
H 0.847 -1.317 -1.950
H 3.073 0.115 0.424
H 2.591 -0.564 1.900
H 3.329 -1.677 0.703
H -2.779 1.785 -0.731
H -1.031 -0.226 1.936
H 1.217 -1.914 0.386
```

Results
Net charge: +1
Orbital gap (spin up / spin down) (eV): 7.49 / 7.49
E_HOMO (spin up / spin down) (eV): -11.05 / -11.06


Version two
Formula: C8H18N3O
Source: the Open Molecules 2025 dataset
Level of theory: wB97M-V/def2-TZVPD

```
30
Properties=species:S:1:pos:R:3
C 0.133 1.245 0.179
C 1.129 -1.265 -0.177
C -3.023 0.126 0.848
C -2.638 0.619 -1.547
C 2.390 1.696 0.970
C 2.472 -0.076 -1.784
C 0.465 -2.748 1.435
C -2.232 0.937 -0.143
N 1.457 0.933 0.156
N 1.764 -0.142 -0.554
N -0.806 0.445 -0.055
O 0.849 -1.407 1.128
H -0.083 2.251 0.494
H 1.224 -2.154 -0.770
H -4.098 0.372 0.517
H -2.817 -1.018 0.805
H -2.922 0.384 1.937
H -2.627 -0.425 -1.728
H -1.869 1.044 -2.310
H -3.646 1.123 -1.588
H 1.893 1.762 1.919
H 3.289 1.079 1.084
H 2.669 2.740 0.557
H 3.505 -0.340 -1.631
H 2.257 -0.804 -2.547
H 2.484 0.907 -2.241
H -0.575 -2.786 1.362
H 0.694 -2.903 2.537
H 0.893 -3.566 1.001
H -2.230 1.970 0.145
```

Results
Net charge: +1
Orbital gap (eV): 8.94
E_HOMO (eV): -12.84


Relative to the most stable structure, the computed energies are version one 53.0; version two 0.0, all in kJ/mol.


Version one
Formula: C4H9NO2
Source: the Open Molecules 2025 dataset
Level of theory: wB97M-V/def2-TZVPD

```
16
Properties=species:S:1:pos:R:3
C 0.085 -0.550 0.304
C -1.081 0.326 -0.138
C -2.129 0.845 1.012
O -2.565 2.098 0.818
N 1.450 -0.021 0.070
C 2.186 -0.436 -1.210
O 3.075 -1.410 -1.055
H 0.017 -1.608 0.011
H -0.077 -0.651 1.411
H -0.672 1.196 -0.662
H -1.728 -0.259 -0.819
H -2.961 0.107 0.822
H -1.622 0.696 1.996
H 1.956 -0.246 0.906
H 2.681 0.531 -1.504
H 1.386 -0.618 -1.963
```

Results
Net charge: -2
Orbital gap (eV): 6.53
E_HOMO (eV): 0.74


Version two
Formula: C4H9NO2
Source: the Open Molecules 2025 dataset
Level of theory: wB97M-V/def2-TZVPD

```
16
Properties=species:S:1:pos:R:3
C -0.285 0.146 -0.293
C 0.970 0.974 0.022
C 2.258 0.498 -0.692
O 3.366 1.240 -0.451
N -0.920 -0.423 0.920
C -2.301 -0.960 0.639
O -2.445 -1.830 -0.359
H -1.066 0.763 -0.746
H -0.026 -0.674 -0.969
H 1.153 1.014 1.105
H 0.856 2.024 -0.281
H 1.967 0.467 -1.784
H 2.383 -0.577 -0.436
H -0.393 -1.260 1.163
H -2.599 -1.376 1.630
H -2.919 -0.025 0.532
```

Results
Net charge: -2
Orbital gap (eV): 6.67
E_HOMO (eV): 0.61


Relative to the most stable structure, the computed energies are version one 60.2; version two 0.0, all in kJ/mol.


Version one
Formula: C28H77N7O7
Source: the Open Molecules 2025 dataset
Level of theory: wB97M-V/def2-TZVPD

```
119
Properties=species:S:1:pos:R:3
C -0.208 -7.691 -1.278
C -0.733 -6.386 -1.798
C -1.162 -5.463 -0.612
O -1.548 -4.291 -1.377
C -1.340 -3.174 -0.621
N 0.394 -5.827 -2.444
H -0.928 -8.321 -0.817
H 0.519 -7.631 -0.482
H 0.176 -8.278 -2.083
H -1.510 -6.565 -2.528
H -0.406 -5.308 0.112
H -2.021 -5.807 -0.106
H -1.503 -2.213 -1.120
H -0.384 -3.103 -0.089
H -2.113 -3.196 0.144
H 0.086 -4.890 -2.752
H 0.600 -6.308 -3.304
C 0.759 0.777 -3.170
C -0.491 0.780 -2.281
C -0.868 2.189 -1.837
O 0.332 2.963 -1.615
C 0.138 4.348 -1.976
N -1.540 0.166 -3.033
H 1.554 1.080 -2.553
H 0.689 1.445 -4.004
H 1.032 -0.184 -3.590
H -0.359 0.184 -1.376
H -1.478 2.216 -0.938
H -1.484 2.628 -2.621
H 1.180 4.753 -1.861
H -0.418 4.957 -1.269
H -0.237 4.493 -3.003
H -1.689 0.925 -3.655
H -2.363 0.154 -2.415
C -1.880 2.978 4.061
C -2.806 1.995 3.373
C -2.355 1.580 1.920
O -3.242 0.546 1.448
C -2.826 -0.023 0.212
N -2.557 0.730 4.042
H -1.900 3.977 3.580
H -0.826 2.603 3.990
H -2.135 3.053 5.097
H -3.907 2.324 3.487
H -1.361 1.212 1.913
H -2.446 2.446 1.282
H -3.109 0.713 -0.574
H -3.356 -0.976 0.069
H -1.759 -0.187 0.320
H -3.116 0.150 3.429
H -3.208 0.695 4.836
C -0.147 -1.628 4.359
C 0.118 -2.109 2.949
C 0.350 -3.652 2.881
O -0.899 -4.144 3.505
C -0.772 -5.523 3.705
N -1.127 -1.820 2.211
H -0.319 -0.579 4.307
H 0.680 -1.932 4.978
H -1.113 -2.018 4.674
H 0.967 -1.561 2.559
H 1.380 -3.917 3.225
H 0.360 -3.996 1.843
H -0.598 -5.986 2.785
H -1.762 -5.923 4.076
H 0.063 -5.673 4.370
H -1.622 -0.972 2.543
H -1.721 -2.593 2.448
C 0.928 3.183 1.545
C 1.977 2.123 1.147
C 1.425 0.705 0.941
O 2.483 -0.088 0.493
C 2.015 -1.322 -0.122
N 2.441 2.534 -0.155
H 0.492 2.932 2.511
H 0.077 3.055 0.881
H 1.274 4.226 1.612
H 2.768 2.146 1.852
H 0.598 0.801 0.273
H 1.019 0.345 1.894
H 1.681 -2.097 0.591
H 2.883 -1.735 -0.628
H 1.162 -1.199 -0.815
H 1.577 2.698 -0.750
H 2.918 1.751 -0.577
C 3.005 -4.550 -0.662
C 3.159 -4.073 -2.160
C 4.482 -3.360 -2.535
O 4.362 -2.677 -3.792
C 3.491 -1.555 -3.765
N 3.015 -5.142 -3.084
H 3.803 -5.334 -0.550
H 2.010 -4.868 -0.355
H 3.349 -3.748 0.009
H 2.265 -3.405 -2.258
H 5.249 -4.141 -2.557
H 4.825 -2.645 -1.676
H 3.935 -0.693 -3.287
H 2.431 -1.712 -3.451
H 3.490 -1.093 -4.782
H 3.098 -4.786 -4.053
H 2.025 -5.414 -2.940
C -1.424 5.870 1.148
C -1.636 7.301 0.560
C -0.733 7.668 -0.671
O -0.795 9.059 -0.887
C -0.011 9.476 -1.999
N -2.996 7.478 0.157
H -1.591 5.093 0.440
H -2.081 5.697 2.053
H -0.375 5.734 1.312
H -1.255 8.022 1.250
H -0.998 7.094 -1.580
H 0.221 7.401 -0.384
H 0.993 9.178 -1.876
H 0.061 10.544 -2.188
H -0.452 9.080 -2.923
H -3.193 8.437 -0.177
H -3.174 6.798 -0.577
```

Results
Orbital gap (eV): 8.90
E_HOMO (eV): -8.39


Version two
Formula: C28H77N7O7
Source: the Open Molecules 2025 dataset
Level of theory: wB97M-V/def2-TZVPD

```
119
Properties=species:S:1:pos:R:3
C -2.861 7.990 -2.328
C -1.359 7.993 -2.108
C -0.581 6.749 -2.566
O -1.030 5.635 -1.819
C -0.245 5.347 -0.681
N -0.721 9.178 -2.730
H -3.389 7.143 -1.881
H -3.208 8.037 -3.362
H -3.218 8.855 -1.763
H -1.209 8.052 -1.025
H 0.477 6.963 -2.425
H -0.852 6.619 -3.618
H 0.822 5.286 -0.920
H -0.472 4.311 -0.433
H -0.377 6.017 0.166
H -1.023 10.025 -2.257
H -1.153 9.274 -3.649
C 0.659 8.291 1.744
C 2.174 8.364 1.886
C 2.909 7.211 1.158
O 2.418 6.020 1.721
C 2.962 4.858 1.147
N 2.647 9.720 1.567
H 0.314 8.461 0.719
H 0.203 9.038 2.395
H 0.247 7.333 2.059
H 2.340 8.305 2.966
H 3.975 7.402 1.304
H 2.598 7.306 0.110
H 2.780 4.012 1.815
H 4.049 4.815 1.024
H 2.491 4.623 0.189
H 3.664 9.632 1.508
H 2.400 10.011 0.622
C 5.318 1.512 -2.429
C 4.522 2.680 -2.982
C 4.670 3.891 -2.027
O 4.069 5.153 -2.383
C 2.803 5.092 -3.018
N 4.979 2.999 -4.328
H 5.004 1.135 -1.452
H 6.368 1.768 -2.265
H 5.255 0.665 -3.112
H 3.467 2.441 -3.137
H 5.671 4.250 -1.784
H 4.156 3.522 -1.123
H 2.288 6.037 -2.878
H 2.122 4.265 -2.796
H 2.955 4.987 -4.101
H 4.467 3.805 -4.650
H 5.969 3.207 -4.382
C -5.936 -1.292 0.028
C -7.264 -1.909 -0.421
C -7.305 -3.374 -0.036
O -8.448 -3.952 -0.609
C -8.836 -5.178 -0.044
N -8.358 -1.164 0.175
H -5.728 -1.501 1.089
H -5.861 -0.209 -0.029
H -5.071 -1.787 -0.422
H -7.288 -1.781 -1.506
H -7.333 -3.441 1.059
H -6.355 -3.839 -0.338
H -9.869 -5.412 -0.282
H -8.613 -5.217 1.028
H -8.224 -5.998 -0.449
H -8.342 -1.153 1.187
H -9.229 -1.596 -0.116
C 1.252 -7.536 -0.758
C -0.249 -7.586 -0.948
C -0.996 -8.132 0.248
O -0.333 -9.299 0.705
C -1.076 -10.024 1.648
N -0.749 -6.270 -1.402
H 1.758 -7.015 -1.571
H 1.724 -8.476 -0.487
H 1.444 -6.862 0.091
H -0.547 -8.216 -1.798
H -2.082 -8.213 0.139
H -0.907 -7.409 1.083
H -2.068 -10.371 1.350
H -1.184 -9.424 2.566
H -0.438 -10.857 1.947
H -0.017 -5.574 -1.403
H -1.137 -6.319 -2.330
C 1.612 1.365 -0.551
C 1.180 0.160 0.284
C 0.019 -0.538 -0.443
O -0.567 -1.530 0.358
C -1.363 -2.476 -0.328
N 2.278 -0.810 0.536
H 2.217 1.021 -1.389
H 2.244 1.986 0.092
H 0.794 2.043 -0.789
H 0.887 0.459 1.295
H 0.428 -0.895 -1.400
H -0.766 0.192 -0.689
H -1.273 -2.517 -1.415
H -2.391 -2.138 -0.108
H -1.305 -3.467 0.123
H 2.015 -1.619 -0.027
H 2.209 -1.199 1.469
C 2.153 -8.292 3.737
C 2.937 -6.985 3.736
C 2.018 -5.777 3.629
O 1.016 -5.954 2.680
C 0.145 -4.833 2.600
N 3.794 -6.884 4.908
H 2.779 -9.101 4.105
H 1.889 -8.605 2.718
H 1.183 -8.191 4.228
H 3.511 -6.917 2.804
H 2.578 -4.841 3.487
H 1.567 -5.597 4.627
H 0.685 -3.929 2.303
H -0.280 -4.698 3.598
H -0.608 -5.058 1.851
H 4.307 -7.704 5.179
H 3.261 -6.566 5.708
```

Results
Orbital gap (eV): 9.57
E_HOMO (eV): -9.01


Relative to the most stable structure, the computed energies are version one 241.2; version two 0.0, all in kJ/mol.


Version one
Formula: C2HBr2N3
Source: the Open Molecules 2025 dataset
Level of theory: wB97M-V/def2-TZVPD

```
8
Properties=species:S:1:pos:R:3
C 2.407 -0.289 -0.105
C 0.727 -0.220 -1.490
N 2.313 -0.332 -1.429
N 1.287 -0.162 0.613
N 0.301 -0.014 -0.262
Br 4.041 -0.540 0.766
Br -0.355 -0.041 -2.897
H -0.581 -0.015 0.215
```

Results
Expectation value of S²: 2.0226
Orbital gap (spin up / spin down) (eV): 6.75 / 7.53
E_HOMO (spin up / spin down) (eV): -6.05 / -10.34
2S+1: 3


Version two
Formula: C2HBr2N3
Source: the Open Molecules 2025 dataset
Level of theory: wB97M-V/def2-TZVPD

```
8
Properties=species:S:1:pos:R:3
C -0.240 -0.260 0.010
C -2.458 0.036 0.120
N -1.355 -0.801 0.023
N -2.189 1.295 -0.028
N -0.941 1.563 -0.162
Br -4.300 -0.604 0.012
Br -0.614 3.375 0.014
H 0.809 -0.354 -0.008
```

Results
Expectation value of S²: 2.0520
Orbital gap (spin up / spin down) (eV): 6.29 / 7.44
E_HOMO (spin up / spin down) (eV): -6.25 / -10.20
2S+1: 3


Relative to the most stable structure, the computed energies are version one 0.0; version two 113.7, all in kJ/mol.


Version one
Formula: C3H10S
Source: the Open Molecules 2025 dataset
Level of theory: wB97M-V/def2-TZVPD

```
14
Properties=species:S:1:pos:R:3
S 3.735 1.820 1.392
H 4.747 2.588 1.299
H 3.818 1.914 -0.050
C -1.972 -0.292 0.717
C -1.235 -1.208 -0.279
C -0.115 -0.386 -0.946
H -2.296 0.647 0.191
H -2.937 -0.749 0.945
H -1.361 -0.010 1.549
H -1.225 -2.259 0.244
H -1.691 -1.622 -1.227
H 0.851 -0.887 -1.167
H -0.040 0.613 -0.672
H -0.279 -0.168 -1.995
```

Results
Orbital gap (eV): 10.60
E_HOMO (eV): -9.79


Version two
Formula: C3H10S
Source: the Open Molecules 2025 dataset
Level of theory: wB97M-V/def2-TZVPD

```
14
Properties=species:S:1:pos:R:3
C 2.509 -1.265 -0.995
S 1.681 0.364 -0.824
H 3.497 -1.107 -0.598
H 2.523 -1.582 -2.039
H 1.932 -2.082 -0.580
H 1.754 0.633 -2.131
C -2.369 0.269 0.680
C -1.093 1.035 1.096
H -2.074 -0.645 0.136
H -2.960 -0.027 1.537
H -2.922 0.817 -0.085
H -0.410 0.290 1.480
H -1.392 1.609 1.972
H -0.677 1.691 0.350
```

Results
Orbital gap (eV): 9.99
E_HOMO (eV): -9.08


Relative to the most stable structure, the computed energies are version one 115.2; version two 0.0, all in kJ/mol.